1.
Formula: C56H40CaCl3GeN10O3S5
Source: the OMol25 dataset
Level of theory: ωB97M-V with the def2-TZVPD basis set

The geometry in XYZ format:
```
119
Properties=species:S:1:pos:R:3:lowdin_spin:R:1
Ca -2.9923 1.1624 -0.6954 -0.006
O 2.9316 0.9317 2.2316 0.070
C 2.1668 0.5755 3.1038 0.066
O 2.5528 -0.2991 4.0760 0.030
C 0.7801 0.9129 3.2764 0.174
C 0.0729 1.8380 2.5626 0.082
C -1.3416 1.9649 2.5958 0.139
N -2.2091 1.0480 2.9845 0.194
C -1.8356 -0.2905 2.9715 0.030
C -0.7404 -0.9951 3.8224 0.019
C -2.7608 -1.3155 2.4914 -0.004
C -3.1299 -2.6832 2.8665 -0.002
C -2.6004 -3.9058 2.1524 0.000
C -3.2871 -3.2822 0.2810 0.004
C -4.0978 -2.0273 0.6803 0.017
N -4.0427 -1.7777 2.1218 -0.017
C -1.8584 3.1595 1.9220 0.010
C -1.2853 4.4640 2.2414 0.007
C -1.6426 5.5680 1.5805 -0.008
C -2.5672 5.4856 0.4163 -0.001
C -3.0034 4.0332 0.1271 0.005
N -2.7897 2.9897 1.0434 0.049
H 0.6160 2.5221 1.9272 0.003
H -1.2027 -1.5022 4.6829 0.000
H -3.4557 -2.8442 3.8903 0.000
H -2.1104 -4.6138 2.8217 0.000
H -3.3449 -3.4515 -0.7950 0.000
H -5.1528 -2.2252 0.4266 0.005
H -0.6132 4.5052 3.0849 0.003
H -1.2945 6.5478 1.8750 0.000
H -3.3757 6.2185 0.5039 0.000
H -4.0208 3.9917 -0.2734 0.001
S -2.5308 3.1208 -2.4898 0.000
C -1.9718 3.9576 -1.0507 0.005
S -0.2922 3.3570 -0.4877 0.001
C -1.8634 5.5300 -0.9858 0.000
C -0.5282 6.0613 -1.0182 0.000
N 0.5366 6.4819 -1.0315 0.000
C -2.6559 6.2022 -1.9845 0.000
N -3.2733 6.7630 -2.7651 0.000
N -0.3195 1.6864 -0.7658 0.002
S 0.6942 1.2657 -1.8949 0.000
N 1.1260 -0.2340 -1.8757 0.000
S 2.0428 -0.8736 -0.6701 0.000
N 0.2684 -1.7666 0.1404 0.004
S -0.6874 -1.9739 1.2169 0.005
N -1.7776 -0.8059 1.5846 0.027
C -0.0868 -2.0267 2.9547 0.004
C 0.8546 -2.8922 3.3173 0.000
C 1.3863 -2.9633 4.6633 0.000
C 1.5593 -1.9176 5.4733 0.000
C 1.5069 -0.4819 5.0352 0.002
C 0.2222 0.0681 4.3740 0.026
C -1.8686 -3.4328 0.9033 0.002
C -1.0199 -4.4011 0.1715 0.000
C -1.3279 -5.6621 -0.1467 0.000
C -2.5575 -6.3507 0.1632 0.000
C -3.6274 -5.8136 0.7591 0.000
C -3.7505 -4.4152 1.2405 0.000
C 2.2580 -2.5352 -1.3264 0.000
C 3.1928 -3.3595 -0.7215 0.000
C 3.4010 -4.6361 -1.2176 0.000
C 2.6746 -5.0855 -2.3098 0.000
C 1.7290 -4.2603 -2.8961 0.000
C 1.5210 -2.9809 -2.4067 0.000
C 3.6971 -0.3569 -1.2631 0.000
C 4.1015 -0.3735 -2.5844 0.000
C 5.3852 0.0375 -2.9028 0.000
C 6.2523 0.4575 -1.9063 0.000
C 5.8375 0.4750 -0.5866 0.000
C 4.5566 0.0642 -0.2630 0.000
C -0.0014 1.4308 -3.5435 0.000
C -0.6819 0.3363 -4.0550 0.000
C -1.3574 0.4648 -5.2559 0.000
C -1.3570 1.6800 -5.9248 0.000
C -0.6988 2.7753 -5.3908 0.000
C -0.0292 2.6620 -4.1825 0.000
C 2.1970 2.2758 -1.7286 0.000
C 2.9347 2.7443 -2.8001 0.000
C 4.1018 3.4491 -2.5433 0.000
C 4.5256 3.6590 -1.2409 0.000
C 3.8011 3.1440 -0.1797 0.000
C 2.6323 2.4479 -0.4249 0.000
H 1.2118 -3.6162 2.5951 0.000
H 1.6407 -3.9553 5.0143 0.000
H 1.9422 -2.0754 6.4700 0.000
H 1.7508 0.1505 5.9006 0.000
H -0.3608 0.6806 5.0719 0.005
H -0.0790 -3.9797 -0.1616 0.000
H -0.5972 -6.2285 -0.7073 0.000
H -2.6059 -7.3858 -0.1439 0.000
H -4.4939 -6.4377 0.9238 0.000
H -4.7452 -4.2529 1.6615 0.000
H 3.7549 -2.9986 0.1267 0.000
H 4.1384 -5.2775 -0.7568 0.000
H 2.8416 -6.0796 -2.6995 0.000
H 1.1546 -4.6095 -3.7414 0.000
H 0.7928 -2.3179 -2.8404 0.000
H 3.4163 -0.6948 -3.3551 0.000
H 5.7082 0.0344 -3.9322 0.000
H 7.2540 0.7725 -2.1598 0.000
H 6.4941 0.8198 0.1973 0.000
H 4.2048 0.1046 0.7551 0.000
H -0.6828 -0.5902 -3.4990 0.000
H -1.8913 -0.3814 -5.6601 0.000
H -1.8848 1.7799 -6.8616 0.000
H -0.7322 3.7308 -5.8916 0.000
H 0.4351 3.5283 -3.7351 0.000
H 2.6139 2.5658 -3.8153 0.000
H 4.6804 3.8368 -3.3674 0.000
H 5.4280 4.2211 -1.0554 0.000
H 4.1354 3.2575 0.8392 0.000
H 2.0849 2.0041 0.3930 0.000
O -4.0245 -0.7336 -1.2259 0.232
N -3.6333 -0.8396 -0.0049 0.151
Cl -6.9890 -0.1881 1.8171 -0.059
Ge -5.0405 0.8946 1.5124 -0.155
Cl -5.4829 2.7243 2.7203 -0.082
Cl -5.5417 1.8361 -0.5634 -0.045
```

Total charge   0
Spin multiplicity   2
Gap between HOMO and LUMO (spin up / spin down)   4.22 / 6.68 eV
HOMO (spin up / spin down)   -0.2250 / -0.2726 Eh
Expectation value of S²   1.08
Maximum force   2.0 eV Å⁻¹



2.
Formula: H2O2PS
Source: the OMol25 dataset
Level of theory: ωB97M-V with the def2-TZVPD basis set

The geometry in XYZ format:
```
6
Properties=species:S:1:pos:R:3:nbo_charge:R:1
O 1.1109 1.4624 -0.0268 -1.173
P 0.3541 0.2362 0.0455 1.808
O -1.1333 0.5173 -0.2463 -0.963
S -1.6686 -1.1646 -0.2733 -0.397
H 0.6443 -0.3946 1.4211 -0.141
H 0.6926 -0.6568 -0.9201 -0.135
```

Total charge   -1
SMILES string   [O-][PH2]1OS1
Gap between HOMO and LUMO   7.23 eV
HOMO   -0.1192 Eh
Maximum force   3.3 eV Å⁻¹



3.
Formula: C23H53AlN5O7
Source: the OMol25 dataset
Level of theory: ωB97M-V with the def2-TZVPD basis set

The geometry in XYZ format:
```
89
Properties=species:S:1:pos:R:3:lowdin_charge:R:1
C 1.4328 -3.7551 -0.3755 -0.143
C 2.2781 -2.9006 -0.9759 -0.198
Al 1.7165 -1.1472 -1.8236 0.144
O 3.1746 -0.1739 -2.2376 -0.249
C 3.3548 1.0279 -1.5506 -0.334
C 4.4393 0.9849 -0.4422 -0.219
C 4.7464 -0.4067 0.1147 -0.103
O 0.6786 -0.2987 -0.6219 -0.233
C -0.7019 -0.3807 -0.8285 -0.365
C -1.4629 0.5694 0.0879 -0.245
C -2.9653 0.4705 -0.1554 -0.115
H 0.3597 -3.6266 -0.4810 0.016
H 1.7883 -4.5827 0.2356 0.017
H 3.3351 -3.1750 -0.9200 0.012
H 0.8571 -1.3822 -3.1812 -0.038
H 3.6772 1.7885 -2.2765 0.098
H 2.4284 1.4069 -1.1083 0.085
H 4.0643 1.5840 0.3925 0.083
H 5.3567 1.4759 -0.7681 0.084
H 4.2025 -0.6153 1.0331 0.073
H 4.5623 -1.1926 -0.6095 0.044
H 5.8056 -0.4619 0.3754 0.044
H -0.9897 -0.1487 -1.8599 0.066
H -1.0590 -1.4017 -0.6185 0.110
H -1.1002 1.5827 -0.0985 0.101
H -1.2329 0.3186 1.1258 0.098
H -3.1797 0.5804 -1.2143 0.048
H -3.5412 1.1949 0.4134 0.045
H -3.3145 -0.5227 0.1412 0.061
C -6.8365 1.9326 -0.0373 -0.351
O -5.8400 2.0158 0.6505 0.013
N -7.5919 0.8217 -0.1220 -0.193
C -8.7943 0.7521 -0.9193 -0.067
C -7.1371 -0.3486 0.6144 -0.044
H -7.2036 2.7649 -0.6639 0.131
H -9.6557 0.5109 -0.2918 0.086
H -8.6977 -0.0147 -1.6915 0.087
H -8.9712 1.7116 -1.4021 0.078
H -7.0806 -0.1247 1.6742 0.071
H -6.1424 -0.6265 0.2599 0.089
H -7.8260 -1.1745 0.4588 0.093
C -2.4225 -0.0513 -4.5423 -0.355
O -3.0834 -0.1208 -3.5267 0.002
N -1.6491 1.0016 -4.8655 -0.190
C -0.8540 1.0342 -6.0719 -0.065
C -1.5996 2.1242 -3.9441 -0.030
H -2.3779 -0.8691 -5.2815 0.132
H 0.2058 1.1253 -5.8258 0.092
H -1.1460 1.8802 -6.7005 0.082
H -1.0009 0.1134 -6.6324 0.079
H -1.2419 1.7943 -2.9681 0.084
H -2.5954 2.5512 -3.8138 0.091
H -0.9268 2.8823 -4.3376 0.085
C -5.9396 -1.9194 3.2655 -0.351
O -7.1297 -1.7256 3.4405 0.001
N -5.0688 -2.2470 4.2341 -0.194
C -3.6591 -2.4581 3.9601 -0.047
C -5.5616 -2.3857 5.5921 -0.046
H -5.4662 -1.8371 2.2740 0.128
H -3.3667 -3.4739 4.2334 0.088
H -3.0518 -1.7513 4.5278 0.091
H -3.4620 -2.3102 2.9009 0.085
H -6.3261 -3.1621 5.6404 0.089
H -6.0094 -1.4504 5.9294 0.091
H -4.7357 -2.6490 6.2481 0.083
C 8.2530 -2.7326 0.1678 -0.358
O 8.0375 -1.9850 1.0978 0.013
N 8.7093 -2.3343 -1.0365 -0.198
C 8.9357 -3.2625 -2.1222 -0.066
C 8.9611 -0.9183 -1.2419 -0.039
H 8.0675 -3.8193 0.2237 0.132
H 9.9829 -3.2390 -2.4345 0.084
H 8.3075 -3.0087 -2.9785 0.091
H 8.6901 -4.2719 -1.7989 0.080
H 9.7117 -0.5614 -0.5353 0.090
H 8.0466 -0.3462 -1.0827 0.087
H 9.3142 -0.7601 -2.2579 0.083
C 2.2898 5.3317 3.1641 -0.372
O 1.6798 5.9686 2.3276 0.007
N 2.2241 3.9991 3.3228 -0.198
C 2.9792 3.3128 4.3493 -0.065
C 1.3726 3.2158 2.4363 -0.029
H 2.9690 5.8153 3.8899 0.126
H 3.6596 2.5867 3.9000 0.090
H 2.3059 2.7864 5.0295 0.087
H 3.5626 4.0321 4.9214 0.077
H 1.6962 3.3485 1.4046 0.093
H 0.3387 3.5502 2.5179 0.092
H 1.4397 2.1635 2.6972 0.089
```

Total charge   -1
Gap between HOMO and LUMO   7.19 eV
HOMO   -0.1762 Eh
Maximum force   0.8 eV Å⁻¹



4.
Formula: C6H15NO
Source: the OMol25 dataset
Level of theory: ωB97M-V with the def2-TZVPD basis set

The geometry in XYZ format:
```
23
Properties=species:S:1:pos:R:3:nbo_charge:R:1
C -0.8599 0.7705 2.6148 -0.613
C 0.0734 1.7643 1.9249 -0.390
C -0.2593 2.0409 0.4662 -0.432
C 0.1347 0.8605 -0.4179 -0.285
C -0.2880 0.7390 -1.6799 0.002
N 0.1036 -0.2985 -2.5447 -0.621
C 0.8109 -1.4267 -2.0229 -0.420
H -0.7466 -0.1626 2.0560 0.193
H -0.4258 0.4549 3.5634 0.208
H -1.8283 1.1950 2.8458 0.216
H 1.1202 1.4911 2.0518 0.196
H 0.0332 2.7018 2.4967 0.198
H 0.2341 2.9290 0.0781 0.214
H -1.3469 2.1641 0.4185 0.203
H 0.6193 0.0254 0.0721 0.190
H -1.0256 1.4100 -2.0970 0.192
H 0.5490 0.0311 -3.3787 0.371
H 1.8789 -1.2820 -1.8313 0.172
H 0.8077 -2.2369 -2.7625 0.202
H 0.3763 -1.8470 -1.1161 0.205
O 0.2309 -3.4248 0.9432 -0.920
H 0.5515 -3.4390 1.8625 0.462
H -0.1979 -2.5584 1.0524 0.460
```

Total charge   0
SMILES string   CCC/C=C/NC.O
Gap between HOMO and LUMO   8.67 eV
HOMO   -0.2928 Eh
Maximum force   1.9 eV Å⁻¹



5.
Formula: C6H12O
Source: the OMol25 dataset
Level of theory: ωB97M-V with the def2-TZVPD basis set

The geometry in XYZ format:
```
19
Properties=species:S:1:pos:R:3:nbo_charge:R:1
C -0.8883 -1.7058 0.5196 -0.636
C 0.5523 -1.5617 0.1700 -0.365
C 1.1337 0.1604 0.6657 -0.388
C 0.3812 1.2344 -0.0912 -0.357
C 0.3445 1.1221 -1.5868 -0.605
C -0.9297 1.2921 0.6180 0.437
O -1.9420 1.3339 -0.0674 -0.550
H -1.0947 -2.8601 0.2327 0.204
H -1.1124 -1.5402 1.5738 0.209
H -1.5250 -1.1006 -0.1219 0.224
H 1.1398 -2.2797 0.7445 0.200
H 0.7408 -1.7273 -0.8932 0.202
H 2.1943 0.2229 0.4090 0.204
H 1.0825 0.3622 1.7459 0.201
H 0.7875 2.2168 0.1979 0.225
H -0.1958 1.9532 -2.0477 0.229
H 1.3527 1.1037 -2.0111 0.213
H -0.1734 0.2189 -1.9191 0.216
H -1.0354 1.2973 1.7208 0.134
```

Total charge   0
SMILES string   CCC[C@@H](C)C=O
Gap between HOMO and LUMO   10.50 eV
HOMO   -0.3496 Eh
Maximum force   4.1 eV Å⁻¹



We obtain energy values of -246451.2054 -24252.6691 -53093.3832 -10001.5764 -8462.4280 eV for the records listed above, in that order.